55
Properties=species:S:1:pos:R:3:forces:R:3 method="wB97M-V/def2-TZVPD" de_lowest_kcal_mol=0.0 largest_force_ha_per_bohr=0.0552 total_charge=+2 e_tot_ev=-90294.03032
Cu -0.017180 4.429282 3.715358 0.66 -1.13 -1.14
Ca -1.824628 2.922910 1.326133 2.64 -0.22 -1.01
C 1.796086 2.987753 2.002418 0.32 0.77 1.31
O 0.373879 2.982925 2.052263 -2.11 1.21 1.45
H 2.240852 1.996617 2.103137 -0.27 -0.18 -0.68
H 2.178294 3.603726 1.187089 -0.04 -0.45 -0.36
H 2.193263 3.482305 2.904571 0.06 0.03 -0.09
C 1.907270 -0.951799 4.174560 -0.22 0.40 0.24
O 1.861866 -1.951987 3.206706 0.44 -0.89 -0.06
C 0.654369 -2.008022 2.494328 -0.53 2.01 0.92
C 0.805529 -2.783010 1.221879 -0.25 -0.38 -0.31
N -0.488836 -3.174036 0.649855 0.82 -0.11 0.20
C -0.247104 -4.064059 -0.492329 0.11 0.74 -0.86
C -1.586554 -4.494153 -1.037776 -0.24 -0.46 1.74
O -2.241788 -3.342686 -1.532471 0.20 -0.09 -0.45
C -3.353029 -3.660193 -2.337600 -0.22 -0.08 -0.58
H 1.622754 -0.003750 3.685359 0.13 0.16 0.30
H 2.904622 -0.879772 4.602760 0.16 -0.06 -0.36
H 1.248278 -1.115015 5.038643 -0.27 -0.17 -0.26
H 0.393401 -0.932394 2.337543 -0.01 -0.09 -0.77
H -0.204107 -2.272684 3.128374 0.26 -0.96 -0.08
H 1.368531 -3.692174 1.436631 0.02 0.01 0.08
H 1.376713 -2.217089 0.471429 0.29 0.09 0.25
H -0.899728 -2.333244 0.259224 -0.36 -0.14 0.05
H 0.434215 -4.876220 -0.245830 -0.42 -0.26 0.40
H 0.300278 -3.512789 -1.278864 -0.06 -0.08 -0.10
H -2.129244 -4.812707 -0.134196 -0.18 -0.18 -0.18
H -1.577838 -5.378076 -1.679207 0.21 0.44 -0.62
H -3.043850 -4.164202 -3.260890 0.09 0.04 0.04
H -3.835894 -2.725421 -2.616703 -0.06 -0.01 0.08
H -4.082407 -4.319731 -1.857215 0.08 0.13 0.30
C 2.250510 -0.926055 -2.231376 0.37 0.02 -0.61
O 1.344131 0.009311 -1.656995 0.28 -0.29 0.74
C 0.013476 -0.296861 -1.925727 -1.36 -0.03 -1.40
C -0.855002 0.271582 -0.820260 0.51 -0.40 0.08
N -0.525688 1.682786 -0.509200 -0.89 -0.05 1.19
C -0.657272 2.608538 -1.631730 1.08 -0.30 -0.56
C -0.211910 4.032841 -1.363898 -0.74 -0.17 -0.12
O -0.829634 4.595423 -0.187931 -0.76 -0.52 0.28
C -0.614270 6.002291 -0.063670 0.28 0.23 1.21
H 2.276203 -0.753327 -3.311299 -0.05 -0.34 -0.03
H 1.984396 -1.957923 -1.995700 -0.25 0.04 -0.10
H 3.267253 -0.783957 -1.870826 -0.18 0.41 0.30
H -0.243239 -1.358454 -2.049589 0.48 -0.15 0.53
H -0.304412 0.078727 -2.915630 0.24 0.35 0.11
H -0.567029 -0.335115 0.043694 -0.27 0.37 0.34
H -1.921393 0.131118 -0.996798 0.02 0.02 -0.24
H 0.435439 1.604708 -0.179994 0.08 0.55 -0.18
H -1.661391 2.537847 -2.057247 -0.11 0.17 0.25
H 0.024661 2.326641 -2.447465 -0.21 -0.19 -0.04
H -0.569701 4.554889 -2.255799 0.38 0.46 0.15
H 0.868777 4.118875 -1.246276 0.01 -0.04 -0.10
H -0.687365 6.300763 0.992817 -0.34 -0.41 0.00
H -1.377130 6.577641 -0.582577 0.37 0.02 -0.51
H 0.432565 6.237431 -0.261679 -0.21 0.14 -0.76